Record 1
A molecular structure, C25H30BrF2IN2O2 at a distorted geometry, computed with ωB97M-V/def2-TZVPD.

Geometry as ORCA input:
```
! wB97M-V def2-TZVPD RIJCOSX def2/J DEFGRID3
* xyz 0 1
C -0.46 3.53 2.64
C -1.18 2.12 2.21
O -1.03 1.77 0.78
C -1.68 0.43 0.59
C -0.51 -0.65 0.08
C 0.87 0.25 -0.14
N 1.94 1.01 -0.07
C -0.39 -1.79 1.25
C 1.08 -2.50 1.39
C 2.14 -1.68 2.36
C 3.57 -1.64 1.50
C 4.84 -1.07 2.37
O 5.78 -0.42 1.41
C 5.51 1.02 1.43
C -0.98 -1.20 -1.39
Br 0.39 -2.43 -2.27
I -2.87 -2.30 -1.41
C -1.17 0.05 -2.49
N -1.22 1.07 -3.32
H -1.20 4.12 3.37
H -0.12 4.20 1.74
H 0.48 3.28 3.32
H -2.35 2.27 2.38
H -0.72 1.28 2.90
H -2.11 0.15 1.66
H -2.60 0.48 -0.13
H -1.18 -2.68 1.12
H -0.65 -1.33 2.32
H 1.61 -2.76 0.38
H 0.89 -3.54 1.94
H 2.28 -2.18 3.42
H 1.79 -0.58 2.55
H 3.42 -1.11 0.47
H 3.81 -2.78 1.24
H 5.43 -2.03 2.77
H 4.51 -0.34 3.23
H 4.33 1.14 1.56
H 6.10 1.46 2.36
H 5.81 1.57 0.43
F -4.05 -1.28 2.36
C -5.23 -0.66 2.21
C -5.27 0.64 1.74
C -6.50 1.28 1.59
C -7.68 0.61 1.92
C -7.63 -0.70 2.39
C -6.40 -1.34 2.54
H -4.35 1.16 1.50
H -6.55 2.30 1.21
H -8.64 1.10 1.80
H -8.55 -1.23 2.65
H -6.34 -2.37 2.90
F 4.72 0.05 -7.71
C 3.74 0.20 -6.81
C 3.93 -0.28 -5.52
C 2.91 -0.11 -4.58
C 1.72 0.52 -4.95
C 1.54 0.99 -6.25
C 2.56 0.84 -7.19
H 4.85 -0.77 -5.26
H 3.04 -0.47 -3.56
H 0.92 0.64 -4.21
H 0.61 1.47 -6.53
H 2.45 1.20 -8.20
*
```

Computed properties:
Electronic energy in Eh: -4301.662319
HOMO level in eV: -8.8
ΔE to the lowest compared entry with this formula, charge and spin in kJ/mol: 694.0
Gap between HOMO and LUMO in eV: 7.726

Atomic partial charges in e from the Mulliken method, atoms 1 to 4: atom 1 (C): -0.96, atom 2 (C): 0.20, atom 3 (O): -0.40, atom 4 (C): -0.71

---

Record 2
C6H10O in the gas phase, computed with ωB97M-V/def2-TZVPD.

Geometry as ORCA input:
```
! wB97M-V def2-TZVPD RIJCOSX def2/J DEFGRID3
* xyz 0 1
C 2.59 -0.28 0.02
C 1.25 -0.38 0.63
C -1.23 -0.64 -0.94
C -1.57 0.56 -0.10
C -2.33 -0.71 0.09
O -0.77 0.96 0.98
C 0.61 0.94 0.74
H 3.02 0.71 -0.17
H 2.45 -0.78 -0.95
H 3.31 -0.93 0.55
H -0.32 -1.18 -0.71
H -1.50 -0.61 -1.99
H -2.06 1.40 -0.60
H -3.36 -0.79 -0.24
H -2.08 -1.23 1.01
H 0.91 1.70 -0.01
H 1.09 1.25 1.69
*
```

Computed properties:
Electronic energy in Eh: -309.672968
HOMO level in eV: -8.5
ΔE to the lowest compared entry with this formula, charge and spin in kJ/mol: 444.8
Gap between HOMO and LUMO in eV: 8.764

Atomic partial charges in e from the Mulliken method, atoms 1 to 4: atom 1 (C): -0.86, atom 2 (C): -0.25, atom 3 (C): -0.45, atom 4 (C): -0.13

---

Record 3
2 unconnected molecules or ions with the total composition C10H16 at a distorted geometry, computed with ωB97M-V/def2-TZVPD.

Geometry as ORCA input:
```
! wB97M-V def2-TZVPD RIJCOSX def2/J DEFGRID3
* xyz 1 2
C 0.44 -1.91 -0.10
C 1.57 -2.95 0.28
C 1.10 -0.55 0.06
C 0.86 0.42 1.08
C 1.95 -0.11 -0.97
C 1.33 1.71 1.07
C 2.33 1.21 -1.07
C 1.86 2.19 -0.12
H 0.00 -1.89 -1.10
H -0.33 -1.98 0.66
H 1.26 -3.48 1.15
H 0.41 0.07 1.99
H 2.26 -0.81 -1.74
H 1.14 2.35 1.93
H 2.82 1.50 -1.98
H 2.17 3.23 -0.12
H 2.50 -2.36 0.32
H 1.71 -3.81 -0.41
C -3.82 1.08 0.24
C -2.52 0.68 -0.43
H -4.62 0.52 -0.20
H -3.84 0.89 1.32
H -4.00 2.16 0.20
H -1.87 1.56 -0.52
H -2.60 0.52 -1.53
H -2.12 -0.24 -0.02
*
```

Computed properties:
Electronic energy in Eh: -390.275375
HOMO level (alpha / beta) in eV: -14.2 / -14.2
ΔE to the lowest compared entry with this formula, charge and spin in kJ/mol: 90.6
⟨S²⟩: 0.77
Gap between HOMO and LUMO (alpha / beta) in eV: 9.856 / 6.042

Atomic partial charges in e from the Mulliken method, atoms 1 to 4: atom 1 (C): -0.57, atom 2 (C): -1.12, atom 3 (C): 0.29, atom 4 (C): -0.03

---

Record 4
CH3FO2S in the gas phase at a distorted geometry, computed with ωB97M-V/def2-TZVPD.

Geometry as ORCA input:
```
! wB97M-V def2-TZVPD RIJCOSX def2/J DEFGRID3
* xyz 0 1
C 0.39 -0.44 0.50
O -0.82 -0.67 -0.18
O 3.24 -1.05 0.50
F 2.65 1.30 -0.05
S 2.39 -0.34 -0.40
H 0.38 0.59 0.88
H -1.00 0.23 -0.66
H 0.54 -1.40 1.05
*
```

Computed properties:
Electronic energy in Eh: -688.355270
HOMO level in eV: -9.1
ΔE to the lowest compared entry with this formula, charge and spin in kJ/mol: 135.4
Gap between HOMO and LUMO in eV: 9.382

Atomic partial charges in e from the Mulliken method, atoms 1 to 4: atom 1 (C): -0.34, atom 2 (O): -0.47, atom 3 (O): -0.44, atom 4 (F): -0.30